# C4H14NO

A structure of composition C4H14NO in a non-equilibrium geometry (ωB97M-V/def2-TZVPD, OMol25).

Computed properties:
F_max	6.3	eV Å⁻¹
highest occupied orbital energy	-12.00	eV
total charge	+1
E_LUMO	-8.88	eV
2S+1	1

```
20
Properties=species:S:1:pos:R:3:mulliken_charge:R:1
C -1.1945 -0.8903 1.1085 -1.0942
C -1.8272 -0.2666 -0.1284 0.3117
C -3.4091 -0.5559 -0.3122 -1.2395
C -1.4030 1.1722 -0.4122 -0.1531
N 6.1743 0.1693 0.5492 -0.6398
H -1.8822 -1.6701 1.4272 0.3892
H -0.2730 -1.4308 0.8849 0.3210
H -1.3117 -0.7843 -0.9571 0.3601
H -3.9644 -0.0669 0.4896 0.3585
H -3.8713 -0.5435 -1.2860 0.4019
H -3.3369 -1.6071 -0.0347 0.3426
H -1.8614 1.7746 -1.1914 0.3611
H -0.2976 0.9146 -0.9983 0.1256
H -1.1311 1.6426 0.5138 0.3519
H -1.0512 -0.1932 1.9385 0.2812
H 5.7537 0.9794 1.0075 0.2160
H 7.1448 0.3937 0.3832 0.2288
H 1.4216 0.5133 -1.7172 0.3215
H 5.5569 0.0921 -0.2566 0.1958
O 0.7632 0.3570 -1.0085 -0.4404
```



# C4H14NO

A cluster of 2 separate species, C4H14NO in total in a non-equilibrium geometry (ωB97M-V/def2-TZVPD, OMol25).

Computed properties:
F_max	4.5	eV Å⁻¹
highest occupied orbital energy	-15.69	eV
total charge	+1
E_LUMO	-3.12	eV
2S+1	1

```
20
Properties=species:S:1:pos:R:3:mulliken_charge:R:1
C -1.1716 0.0722 1.8647 -1.0818
C -1.1302 -0.7971 0.6675 -0.2368
N -0.0484 -0.2222 -0.3638 -0.3735
C 1.2951 -0.2712 0.3864 -0.3255
C 2.2571 0.1310 -0.7311 -1.1115
H -0.1426 0.0432 2.4614 0.3340
H -1.9074 -0.3482 2.5047 0.3732
H -1.4731 1.1049 1.5583 0.3107
H -0.6078 -1.7227 0.7982 0.3681
H -2.0784 -0.7822 0.1505 0.2913
H -0.2712 0.8293 -0.6211 0.3650
H 0.0526 -0.6932 -1.3347 0.4580
H 1.7326 -1.2596 0.8684 0.3089
H 1.0601 0.5296 1.1634 0.3858
H 3.2093 -0.3891 -0.5442 0.3412
H 1.8559 0.0808 -1.7177 0.3077
H 2.6688 1.2266 -0.6467 0.2814
H -1.5186 1.5737 -2.2133 0.2908
H -2.2751 0.2347 -2.2240 0.2710
O -1.5069 0.6593 -2.0270 -0.5579
```



# C4H14NO2

A cluster of 3 separate species, C4H14NO2 in total in a non-equilibrium geometry (ωB97M-V/def2-TZVPD, OMol25).

Computed properties:
F_max	1.5	eV Å⁻¹
highest occupied orbital energy	-15.49	eV
total charge	+1
E_LUMO	-2.84	eV
2S+1	1

```
21
Properties=species:S:1:pos:R:3:mulliken_charge:R:1
C 0.8361 -0.3162 -1.2293 -0.5909
N -0.4586 -0.1523 -0.4263 -0.1134
C -0.6075 -1.3678 0.4134 -0.5941
C 0.8177 -1.5357 0.9247 -0.5492
C 1.6694 -1.2483 -0.3330 -0.5576
H 1.1982 0.7001 -1.3591 0.3396
H 0.5095 -0.7244 -2.1820 0.3614
H -0.4466 0.7527 0.0613 0.2469
H -1.2857 0.0269 -1.0048 0.4051
H -1.3433 -1.2204 1.1962 0.3768
H -0.8987 -2.1515 -0.2799 0.3544
H 0.9917 -2.5425 1.2998 0.3541
H 1.0204 -0.8475 1.7458 0.3173
H 2.6047 -0.8354 -0.0874 0.3439
H 1.8403 -2.1820 -0.8579 0.3092
H 0.2497 3.2359 1.3812 0.2973
H 1.5953 2.6071 0.9088 0.2991
O 0.6583 2.4360 1.0390 -0.5991
H -3.1342 2.0535 -1.1388 0.3102
H -3.2043 1.6078 0.3408 0.3221
O -2.6125 1.7038 -0.4124 -0.6329
```



# C4H14NO2

A cluster of 3 separate species, C4H14NO2 in total in a non-equilibrium geometry (ωB97M-V/def2-TZVPD, OMol25).

Computed properties:
F_max	1.6	eV Å⁻¹
highest occupied orbital energy	-14.12	eV
total charge	+1
E_LUMO	-3.06	eV
2S+1	1

```
21
Properties=species:S:1:pos:R:3:mulliken_charge:R:1
C -3.0010 -1.0056 -1.3394 -1.3271
C -2.2708 0.2717 -0.9118 -0.2426
C -0.7796 0.0833 -1.0065 -0.3593
C 0.0767 1.0413 -0.6913 -0.3133
N 1.5381 0.8142 -0.6430 -0.1955
H -2.7170 -1.8710 -0.7284 0.3430
H -2.6336 -1.2881 -2.3315 0.3395
H -4.0847 -0.9474 -1.3260 0.3451
H -2.4970 0.5482 0.1203 0.3356
H -2.5892 1.0453 -1.6111 0.3133
H -0.3866 -0.8550 -1.3982 0.3054
H -0.2835 2.0034 -0.3529 0.3832
H 1.7294 -0.1856 -0.7472 0.3383
H 1.9310 1.3808 -1.3928 0.3578
H 1.8857 1.1582 0.3005 0.3732
H 2.5224 0.3770 2.1962 0.3737
H 3.0100 1.8353 2.2164 0.3638
O 2.8704 1.0873 1.6230 -0.7039
H 2.4418 -2.1660 2.2974 0.3166
H 1.2645 -1.9298 3.0606 0.3286
O 1.9728 -1.3974 2.6658 -0.6754
```



# C4H14NO2

A cluster of 3 separate species, C4H14NO2 in total in a non-equilibrium geometry (ωB97M-V/def2-TZVPD, OMol25).

Computed properties:
F_max	4.8	eV Å⁻¹
highest occupied orbital energy	-15.19	eV
total charge	+1
E_LUMO	-3.01	eV
2S+1	1

```
21
Properties=species:S:1:pos:R:3:mulliken_charge:R:1
C 0.1797 0.8213 1.3366 -0.5166
N -0.3366 0.3994 -0.1454 -0.1944
C 0.1287 -1.1050 -0.3992 -0.4848
C 1.1845 -1.3777 0.7788 -0.7386
C 0.5328 -0.4747 2.0373 -0.5997
H 1.2296 1.3597 1.2353 0.2300
H -0.5327 1.4127 1.8354 0.4206
H 0.0598 1.1237 -0.8528 0.3878
H -1.3577 0.4231 -0.0018 0.3595
H 0.4722 -1.0494 -1.4993 0.3554
H -0.7618 -1.6310 -0.3154 0.3710
H 1.1251 -2.3470 1.1410 0.3715
H 2.1979 -1.3052 0.5764 0.3980
H 1.2415 -0.2719 2.8558 0.3737
H -0.3738 -1.0205 2.5647 0.2864
H 1.3600 2.9636 -0.8963 0.3466
H 0.0268 3.8048 -1.5074 0.3281
O 0.3875 2.8839 -1.2583 -0.7092
H -2.0071 -1.1282 -3.1688 0.2997
H -2.7986 -1.9187 -2.0369 0.3035
O -1.9579 -1.5629 -2.2800 -0.5885
```



# C4H14NO2

A cluster of 2 separate species, C4H14NO2 in total in a non-equilibrium geometry (ωB97M-V/def2-TZVPD, OMol25).

Computed properties:
F_max	4.2	eV Å⁻¹
highest occupied orbital energy	-14.83	eV
total charge	+1
E_LUMO	-3.18	eV
2S+1	1

```
21
Properties=species:S:1:pos:R:3:mulliken_charge:R:1
C -1.9193 -0.1820 0.6094 -0.6027
O -1.8350 0.0776 2.0266 -0.5388
C -0.4984 -0.5471 0.3903 -0.0341
C -0.0414 -0.8910 -1.0895 -0.3758
C 1.1643 -1.7688 -1.1791 -1.1823
N 0.3681 0.6388 0.8988 -0.3360
H -2.6029 -1.0852 0.3229 0.3212
H -2.4073 0.7113 0.1356 0.3703
H -2.6921 0.5688 2.4082 0.3369
H -0.3476 -1.3611 1.2278 0.3149
H -0.9821 -1.2008 -1.5246 0.4338
H 0.3659 0.1293 -1.6253 0.1851
H 1.0752 -2.2595 -2.1142 0.3621
H 2.1863 -1.2884 -1.1506 0.3102
H 1.3058 -2.5935 -0.4133 0.3363
H -0.0793 1.6075 0.6177 0.3638
H 1.3837 0.6757 0.5797 0.3466
H 0.3599 0.5636 1.9107 0.3848
H 2.1249 2.4371 -1.3213 0.3050
H 1.3229 3.2885 -0.2299 0.3162
O 1.7484 2.4793 -0.4798 -0.6174
```



no.,HOMO-LUMO gap (eV)
1,3.1
2,12.6
3,12.6
4,11.1
5,12.2
6,11.6